Formula: C19H32N2O5
Source: OMol25
Level of theory: the ωB97M-V functional and the def2-TZVPD basis

```
58
Properties=species:S:1:pos:R:3
C 0.6747 -2.3284 0.0942
C 0.7029 -2.8636 -1.3227
O -0.5978 -3.0828 -1.8555
C -1.2672 -1.9467 -2.3333
C -1.9363 -2.0912 -3.7096
C -3.1529 -1.3185 -3.1553
C -2.6709 -1.6412 -1.7310
C -2.7255 -0.5410 -0.7027
O -2.9343 0.6285 -0.9973
N -2.4407 -0.9253 0.5620
C -2.2320 0.0097 1.6496
C -1.2951 1.1816 1.3158
C -0.4033 1.3883 2.5796
C 1.0302 1.0178 2.2284
O 1.5354 -0.0499 2.5228
N 1.6992 1.9737 1.5187
C 2.9551 1.6889 0.8763
C 2.8826 0.8049 -0.3498
C 2.1211 1.4267 -1.5102
O 0.7518 1.0808 -1.4142
C -0.0305 1.7167 -2.4062
C 3.9602 2.8047 0.9066
C 4.1426 1.5899 1.7781
C -0.9847 0.4576 3.6455
C -1.5637 -0.6908 2.8321
O -2.4126 -1.5839 3.5271
H 1.6811 -2.2745 0.5126
H 0.2482 -1.3248 0.1259
H 0.0815 -2.9864 0.7326
H 1.2605 -2.1841 -1.9790
H 1.1962 -3.8354 -1.3556
H -0.6235 -1.0621 -2.2775
H -1.4124 -1.6883 -4.5753
H -2.1699 -3.1419 -3.8830
H -3.0891 -0.2465 -3.3346
H -4.1434 -1.6704 -3.4341
H -3.0930 -2.5736 -1.3506
H -2.3070 -1.9052 0.7541
H -3.2012 0.4022 1.9848
H -0.6857 0.9421 0.4442
H -1.8612 2.0747 1.0625
H -0.4187 2.4307 2.9023
H 1.1556 2.7418 1.1579
H 3.9045 0.5898 -0.6708
H 2.4199 -0.1485 -0.0891
H 2.2326 2.5210 -1.5052
H 2.5160 1.0657 -2.4695
H -1.0713 1.4559 -2.2232
H 0.0810 2.8062 -2.3538
H 0.2668 1.3872 -3.4096
H 4.6019 2.9193 0.0431
H 3.6713 3.7290 1.3879
H 3.9608 1.6944 2.8373
H 4.9101 0.8764 1.5125
H -0.2416 0.1180 4.3636
H -1.7922 0.9645 4.1845
H -0.7369 -1.3011 2.4615
H -3.1492 -1.0826 3.8948
```

Computed properties:
SMILES: CCO[C@H]1CC[C@@H]1C(=O)N[C@@H]1C[C@H](C(=O)NC2(CCOC)CC2)C[C@H]1O
Molar mass: 368.474 g mol⁻¹
Maximum force: 0.183 eV Å⁻¹
Energy relative to the best compared isomer or geometry (same formula, charge and spin): 3.680 eV
E: -1228.87919 a.u.
HOMO: -9.25 eV


Formula: C20H29N3O
Source: OMol25
Level of theory: the ωB97M-V functional and the def2-TZVPD basis

```
53
Properties=species:S:1:pos:R:3
C 2.0814 3.7542 -0.2601
H 1.5189 3.7575 -1.2093
H 1.6634 4.2821 0.4741
H 2.9502 4.3421 -0.5963
C 2.4983 2.1519 -0.1706
C 3.4046 2.2445 1.1989
H 4.3122 2.6651 1.0256
H 3.0242 2.9147 1.8597
H 3.5971 1.3428 1.3924
C 1.2919 1.4231 0.3199
N 1.4981 0.2481 0.4693
C 0.4834 -0.4944 1.2334
C 0.5384 -2.2729 0.9752
N 0.1073 -2.3219 -0.2304
C 0.3580 -1.3545 -1.3350
H -0.5035 -0.6114 -1.1043
C 1.7139 -0.7944 -0.7891
C 2.8025 -1.7060 -0.8328
H 3.2897 -1.5889 -2.0128
H 2.4342 -2.5931 -0.5367
C 3.9974 -1.3490 -0.1125
O 4.7304 -0.2041 -0.3537
H 4.3292 0.6281 -0.4033
H 4.6350 -2.1696 0.1834
H 3.6958 -0.9549 0.7546
H 1.9440 0.1627 -1.6068
H 0.4552 -1.9618 -2.2098
C -1.2253 -2.7848 -0.4258
C -2.4337 -1.9959 0.0526
C -2.8301 -1.1650 -0.9530
C -3.7851 -0.0098 -0.7525
C -4.3669 0.7446 -1.7805
C -5.1999 1.7605 -1.2261
C -5.6031 1.6476 0.0932
N -5.1397 0.9036 1.0266
C -4.1832 0.2255 0.6832
C -3.6896 -0.8573 1.4457
C -2.8092 -1.8020 1.5362
H -2.4533 -2.4582 2.0393
H -4.1844 -0.6316 2.7270
H -6.2050 2.4420 0.6270
H -5.8049 2.4928 -1.7045
H -4.1296 0.6456 -2.6595
H -2.6159 -1.3814 -2.0316
H -1.4763 -3.2205 -1.5021
H -1.1704 -3.8857 0.2461
H -0.0823 -2.6517 1.8521
H 1.6405 -2.6720 1.2924
H 0.9213 -0.3062 2.2658
H -0.5532 -0.1012 1.2493
H 0.4809 1.6933 -0.4618
H 0.8998 1.8495 1.2464
H 3.1470 1.9783 -1.0086
```

Computed properties:
Molar mass: 327.472 g mol⁻¹
Maximum force: 19.365 eV Å⁻¹
Energy relative to the best compared isomer or geometry (same formula, charge and spin): 18.897 eV
E: -1018.37347 a.u.
HOMO: -7.85 eV


Formula: C8H17NOSi
Source: OMol25
Level of theory: the ωB97M-V functional and the def2-TZVPD basis

```
28
Properties=species:S:1:pos:R:3
C -0.8509 2.0884 -0.8837
C 0.0318 1.3066 -1.1607
C -2.5371 0.4516 2.0182
C -3.3212 -1.7579 2.6843
C -1.3726 -1.4561 1.0586
C 2.4062 1.5436 -3.0022
C 1.6930 -1.3233 -1.6389
C 2.8689 1.1874 -0.1040
N -2.3403 -0.8971 1.9740
O -3.1855 0.9953 2.8834
Si 1.7330 0.5908 -1.4863
H -1.6366 2.6875 -0.5334
H -1.8817 0.8873 1.1995
H -3.4395 -2.6970 2.3197
H -3.0166 -1.8535 3.7456
H -4.1991 -1.1037 2.5493
H -0.6541 -0.7532 0.8636
H -0.8756 -2.1765 1.7126
H -1.5852 -1.8299 -0.0177
H 1.9084 1.4197 -3.9054
H 2.4266 2.5752 -2.8818
H 3.4037 1.3000 -3.4641
H 0.7939 -1.5800 -2.0775
H 2.5803 -1.6607 -2.1539
H 1.7713 -1.8873 -0.6224
H 2.6332 0.7902 0.9682
H 3.9271 0.8987 -0.2209
H 2.7185 2.2537 0.1758
```

Computed properties:
Spin multiplicity: 3
⟨S²⟩: 2.0073
Molar mass: 171.316 g mol⁻¹
Maximum force: 7.898 eV Å⁻¹
Energy relative to the best compared isomer or geometry (same formula, charge and spin): 0.000 eV
E: -734.22969 a.u.
HOMO (alpha / beta): -4.17 / -9.34 eV


Formula: C7H15N
Source: OMol25
Level of theory: the ωB97M-V functional and the def2-TZVPD basis

```
23
Properties=species:S:1:pos:R:3
C -1.4233 2.9712 -1.5060
C -0.9546 2.0052 -0.6893
C -0.5114 2.1919 0.7357
C -0.8279 0.5990 -1.2408
H -1.5598 2.6191 -2.5289
H -1.7580 3.9494 -1.1998
H -0.9499 1.3281 1.4356
H -0.9926 3.1237 1.0501
H 0.5756 2.2038 0.9337
H -0.9012 0.5443 -2.3461
H -1.6741 0.0064 -0.8838
H 0.0573 0.0529 -0.8316
C -0.4004 -2.1519 0.0816
C 0.8108 -1.8608 0.6137
C 2.0336 -2.6502 0.2558
N 1.0226 -0.8795 1.5782
H -1.3371 -1.7220 0.3063
H -0.3498 -2.9859 -0.6505
H 2.4683 -3.2905 1.0545
H 2.8113 -1.9554 -0.1680
H 1.8053 -3.3382 -0.5776
H 1.9871 -0.6577 1.8023
H 0.2985 -0.3479 2.0526
```

Computed properties:
SMILES: C=C(C)C.C=C(C)N
Molar mass: 113.204 g mol⁻¹
Maximum force: 2.965 eV Å⁻¹
Energy relative to the best compared isomer or geometry (same formula, charge and spin): 1.800 eV
E: -330.40177 a.u.
HOMO: -7.99 eV


Formula: C22H22N6OS2
Source: OMol25
Level of theory: the ωB97M-V functional and the def2-TZVPD basis

```
53
Properties=species:S:1:pos:R:3
O -1.9353 -0.4666 1.5871
C -2.2982 -0.2473 0.3962
N -1.7046 0.7213 -0.4842
C -2.3256 0.9175 -1.7969
C -3.6629 1.5682 -1.8627
C -4.9698 0.7742 -1.4574
C -4.9905 -0.0228 -0.0180
H -4.8785 0.8323 0.5241
H -5.8924 -0.4230 -0.1915
C -3.7008 -0.9329 -0.0718
H -4.0425 -1.4372 0.7108
H -3.6818 -1.3017 -1.1150
H -5.7890 1.3031 -1.6620
H -4.9548 0.2324 -2.2941
H -3.8137 2.2782 -2.7749
H -3.6933 2.4428 -0.7742
H -1.5833 1.3793 -2.2251
H -2.5563 -0.0167 -2.2755
C -0.4774 1.2881 -0.1518
C 0.4761 0.6525 -0.8063
N 0.2891 -0.2559 -1.9784
N 1.4178 -0.4723 -2.2417
C 2.4288 0.2245 -1.6929
N 1.7788 0.9564 -0.6179
C 2.4565 1.9072 -0.0952
N 1.9233 1.8776 1.3009
C 2.4079 2.4170 2.2429
C 3.6349 3.4327 2.0350
C 4.1479 3.1292 0.9471
C 3.6842 2.3538 -0.0854
H 4.1124 2.4133 -1.1815
H 5.1238 3.6581 0.5179
H 4.0527 3.9028 2.8826
H 1.8262 2.5311 3.1530
S 4.1172 -0.2328 -1.8943
C 4.1375 -1.7885 -1.6484
C 3.0886 -2.3268 -0.8566
N 2.8340 -1.6342 0.6406
C 1.7250 -2.0585 1.0734
C 1.1019 -1.4085 2.3096
C 0.1650 -2.1702 2.9254
C -0.6673 -3.1275 2.4213
C -0.1260 -3.8155 1.0599
C 1.0585 -3.3577 0.4946
S 1.8450 -3.6067 -1.0575
H -0.3529 -4.6857 0.5562
H -1.3384 -3.7166 2.6739
H -0.2163 -1.8046 3.6895
H 1.7224 -0.5767 2.5365
H 4.9677 -2.1991 -1.3049
H 3.9019 -2.4037 -2.6956
H -0.5601 2.3181 -0.2277
H -0.2134 0.9778 0.8610
```

Computed properties:
Molar mass: 450.593 g mol⁻¹
Maximum force: 13.021 eV Å⁻¹
Energy relative to the best compared isomer or geometry (same formula, charge and spin): 20.271 eV
E: -2051.00377 a.u.
HOMO: -6.96 eV


Formula: C5H9FN
Source: OMol25
Level of theory: the ωB97M-V functional and the def2-TZVPD basis

```
16
Properties=species:S:1:pos:R:3
C 0.1672 1.0365 1.8114
C 1.2641 1.5309 1.4411
C -0.8035 0.4243 0.8107
C 0.6591 1.0572 -1.0744
C 0.5008 -1.2362 -0.3288
N -0.2034 -0.0012 -0.4871
F 2.3684 2.2065 1.5548
H -0.2266 1.0847 2.7492
H -1.3835 -0.3446 1.2304
H -1.4077 1.3187 0.4484
H 0.0181 1.7974 -1.4237
H 1.3995 0.6390 -1.7155
H -0.2605 -1.8491 -0.0064
H 0.8590 -1.5771 -1.3852
H 1.3526 -1.3001 0.4772
H -0.9373 -0.4110 -1.1757
```

Computed properties:
Molar mass: 102.132 g mol⁻¹
Maximum force: 5.648 eV Å⁻¹
Energy relative to the best compared isomer or geometry (same formula, charge and spin): 5.071 eV
Charge: +1
E: -350.05790 a.u.
HOMO (alpha / beta): -13.36 / -13.97 eV


Formula: C18H28N2O3S
Source: OMol25
Level of theory: the ωB97M-V functional and the def2-TZVPD basis

```
52
Properties=species:S:1:pos:R:3
C 0.5732 7.3166 3.6767
C -0.6269 6.3951 3.8663
C -0.2557 4.9133 3.7704
N 0.3253 4.5334 2.4977
S -0.6907 4.5907 1.1568
O -0.2784 5.6661 0.2968
O -2.0507 4.5392 1.6065
C -0.2630 3.0359 0.3929
C 0.6702 2.9964 -0.6238
C 1.0256 1.7754 -1.1692
C 0.4551 0.5977 -0.6968
C 0.8113 -0.7211 -1.3176
C -0.0440 -0.9610 -2.5733
C 0.2977 -2.3056 -3.1980
O 1.0903 -2.3734 -4.1200
N -0.2973 -3.4097 -2.6917
C -1.1968 -3.4983 -1.5663
C -0.5655 -4.3287 -0.4447
C -0.1948 -5.7235 -0.9516
C 0.4793 -6.5442 0.1432
C 0.7139 -5.5754 -2.1732
C 0.0431 -4.7097 -3.2374
C -0.4875 0.6631 0.3246
C -0.8470 1.8811 0.8731
H 0.9484 7.2550 2.6571
H 0.2859 8.3484 3.8630
H 1.3745 7.0531 4.3656
H -1.0765 6.5712 4.8457
H -1.3759 6.6074 3.1018
H 0.4579 4.6417 4.5544
H -1.1560 4.3070 3.8818
H 1.1654 5.0530 2.2903
H 1.0933 3.9228 -0.9782
H 1.7531 1.7307 -1.9660
H 0.6473 -1.5241 -0.5976
H 1.8624 -0.7311 -1.6105
H 0.1996 -0.1994 -3.3154
H -1.1051 -0.8772 -2.3386
H -1.4598 -2.5096 -1.1970
H -2.1182 -3.9934 -1.9012
H -1.2673 -4.4024 0.3880
H 0.3373 -3.8288 -0.0859
H -1.1133 -6.2367 -1.2599
H 1.3974 -6.0610 0.4708
H 0.7278 -7.5370 -0.2238
H -0.1786 -6.6501 1.0028
H 0.9422 -6.5548 -2.5956
H 1.6538 -5.1075 -1.8732
H 0.7105 -4.5463 -4.0846
H -0.8743 -5.1950 -3.5909
H -0.9380 -0.2464 0.6958
H -1.5803 1.9570 1.6596
```

Computed properties:
SMILES: CCCNS(=O)(=O)c1ccc(CCC(=O)N2CCC(C)CC2)cc1
Molar mass: 352.500 g mol⁻¹
Maximum force: 0.848 eV Å⁻¹
Energy relative to the best compared isomer or geometry (same formula, charge and spin): 0.530 eV
E: -1436.12975 a.u.
HOMO: -9.23 eV


Formula: C8H36AsF6O10
Source: OMol25
Level of theory: the ωB97M-V functional and the def2-TZVPD basis

```
61
Properties=species:S:1:pos:R:3
As 20.6306 27.8633 20.9474
F 18.9913 27.3656 20.7122
F 21.2893 26.3368 20.4119
F 22.2792 28.4552 21.0321
F 19.9398 29.3663 21.5342
F 20.6214 27.2478 22.5891
F 20.6587 28.6248 19.3559
O 19.0615 30.7222 24.2385
H 19.0882 31.0712 23.3407
H 19.9885 30.5157 24.4452
O 21.8469 30.8345 23.9283
H 21.8140 31.7725 23.7071
H 22.1614 30.4009 23.1217
C 20.2653 28.1747 26.5403
O 19.9247 27.2431 25.5048
H 21.2245 27.8656 26.9536
H 20.3154 29.2029 26.1826
H 19.4186 28.0693 27.2112
H 20.5032 27.2926 24.7362
C 23.2717 25.5117 23.0395
O 23.2303 24.8131 21.8049
H 24.3217 25.4934 23.3334
H 23.0307 26.5660 22.8715
H 22.5622 25.1192 23.7704
H 22.5832 25.2024 21.2036
C 16.9437 29.4077 18.6974
O 15.5514 29.5980 18.4955
H 17.4100 30.3906 18.7449
H 17.0814 28.9408 19.6819
H 17.5252 28.7816 18.0154
H 15.1512 28.7695 18.2205
C 16.8725 28.3457 23.1548
O 15.4600 28.4769 22.9832
H 17.2430 27.5137 22.5482
H 17.4084 29.2260 22.7981
H 17.1583 28.1460 24.1847
H 15.3176 29.0883 22.2587
C 21.9889 29.2437 16.3673
O 20.6180 29.3067 16.6774
H 22.2044 29.3201 15.3009
H 22.5784 30.0797 16.7727
H 22.4668 28.3445 16.7632
H 20.6278 29.1182 17.6342
C 19.4576 23.7485 21.6929
O 18.3725 24.6903 21.5825
H 18.9455 22.8069 21.8844
H 20.0750 23.7466 20.7943
H 20.1017 23.9986 22.5409
H 18.7743 25.5108 21.2538
C 19.8896 33.5939 21.3464
O 18.8743 32.5917 21.3981
H 20.8609 33.1188 21.5274
H 19.9693 33.9842 20.3286
H 19.6480 34.3305 22.1020
H 19.1006 31.8592 20.8147
C 24.6000 29.6543 19.4049
O 25.7258 30.0210 18.6392
H 24.2416 28.6367 19.1957
H 24.8011 29.6732 20.4745
H 23.7099 30.2726 19.2235
H 25.4999 29.8630 17.7186
```

Computed properties:
Molar mass: 481.276 g mol⁻¹
Maximum force: 1.544 eV Å⁻¹
Energy relative to the best compared isomer or geometry (same formula, charge and spin): 0.000 eV
Charge: -1
E: -3913.86257 a.u.
HOMO: -7.16 eV